# 1
DFT (the ωB97M-V functional and the def2-TZVPD basis) results for one molecule with the formula C18H21NO6.

Structure (XYZ):
```
46
Properties=species:S:1:pos:R:3:forces:R:3
C -5.210637 -1.473145 1.093419 0.275 0.157 -0.284
C -4.548860 -1.264393 -0.265508 -0.340 -0.337 0.139
O -3.645451 -0.176647 -0.268386 0.276 0.236 0.063
C -2.426052 -0.303603 0.300491 0.161 0.238 -0.040
C -1.885728 -1.472951 0.817075 -0.273 0.048 -0.125
C -0.605688 -1.487226 1.339680 0.374 0.286 0.123
C 0.148783 -0.323053 1.368533 -0.435 -0.126 -0.129
C 1.536018 -0.390780 1.841184 0.277 -0.374 0.096
O 2.103927 -1.421436 2.144107 -0.154 0.157 0.117
O 2.145387 0.806663 1.858224 -0.328 0.156 0.019
C 3.558263 0.828726 2.059721 0.391 -0.064 -0.061
C 4.195167 0.575165 0.682739 -0.074 -0.106 0.644
O 4.642416 1.465004 -0.004244 0.031 0.377 -0.251
N 4.136958 -0.722399 0.312246 0.198 -0.558 0.041
C 4.127344 -1.093834 -1.094672 -0.237 -0.007 0.018
C 2.709782 -1.096087 -1.572852 0.182 0.860 -0.326
C 1.909787 -0.077636 -2.003514 0.513 -0.404 0.102
C 0.617417 -0.632158 -2.169714 -0.134 -0.570 0.105
C 0.727977 -1.941104 -1.819008 -0.696 0.571 -0.293
O 1.986199 -2.230576 -1.452300 0.427 -0.378 0.185
C -0.384043 0.865861 0.859913 -0.100 -0.009 0.028
C -1.654465 0.889406 0.323156 -0.158 -0.186 0.008
O -2.276690 1.976660 -0.197533 -0.116 -0.263 0.011
C -1.567778 3.193940 -0.328748 0.248 0.306 -0.151
C -0.580288 3.180822 -1.491674 -0.281 -0.138 0.277
H -5.938182 -2.277322 1.026784 -0.081 -0.097 0.019
H -5.718097 -0.561271 1.397125 -0.068 0.059 0.041
H -4.473799 -1.724423 1.852214 0.010 -0.050 0.092
H -4.053980 -2.182065 -0.606521 -0.029 0.109 -0.034
H -5.304126 -0.985858 -1.005522 0.139 -0.108 0.056
H -2.452264 -2.390020 0.806210 -0.110 -0.054 -0.009
H -0.178623 -2.399118 1.726116 0.044 -0.087 0.010
H 3.852301 0.069264 2.790412 -0.047 0.136 -0.073
H 3.800021 1.831650 2.410715 0.006 -0.166 -0.113
H 3.668165 -1.370993 0.936610 0.054 0.262 -0.014
H 4.711530 -0.347970 -1.636340 -0.068 -0.184 -0.001
H 4.572011 -2.084158 -1.206142 0.038 0.112 -0.083
H 2.215526 0.932487 -2.184791 0.145 0.225 -0.012
H -0.266504 -0.126630 -2.499625 -0.253 0.053 -0.072
H 0.013398 -2.738915 -1.790070 -0.031 -0.178 0.036
H 0.228060 1.750870 0.892697 0.002 0.121 -0.074
H -1.062279 3.451133 0.610122 -0.098 -0.013 -0.042
H -2.348926 3.936547 -0.513773 0.141 -0.065 0.102
H -0.115661 4.158306 -1.586755 0.084 0.098 -0.026
H -1.103670 2.947518 -2.415593 -0.032 -0.001 -0.099
H 0.195364 2.435738 -1.336208 0.125 -0.043 -0.023
```
Positions in Å, forces in eV/Å.

Calculated values
Lowest unoccupied orbital energy   0.56 eV
Charge   0
E_HOMO   -8.336 eV
SMILES   CCOc1ccc(C(=O)OCC(=O)NCc2ccco2)cc1OCC
E   -32781.5316 eV
Kohn-Sham gap   8.90 eV
Energy above the lowest of the compared OMol25 structures with the same formula, charge and spin   0.00 kJ/mol

***

# 2
DFT (the ωB97M-V functional and the def2-TZVPD basis) results for C18H22BBaF6O18 as an isolated structure.

Structure (XYZ):
```
66
Properties=species:S:1:pos:R:3:forces:R:3
Ba -2.316755 -1.538784 -1.541581 -0.603 0.032 0.156
B 0.110398 -0.648467 -0.779307 0.824 0.206 0.285
H -0.425497 -0.719016 0.154548 -1.993 -0.648 3.345
H 0.074010 -1.584696 -1.314463 0.122 -4.018 -1.895
H -0.453743 0.014250 -1.417098 -1.706 3.077 -2.427
H 1.149830 -0.402584 -0.626451 3.691 1.228 0.538
C 2.423156 -3.161962 -3.659530 -1.267 -0.022 1.358
C 3.012449 -2.205724 -2.640627 -1.488 1.312 -2.807
O 4.283702 -1.947745 -3.269084 -1.165 3.002 2.517
C 4.552230 -2.942433 -4.044416 7.193 -2.468 -1.429
O 5.679362 -3.240611 -4.488581 -3.232 1.657 0.817
O 3.583256 -3.765967 -4.079745 -1.914 -3.597 -2.069
F 3.130086 -2.794154 -1.463433 0.732 -0.480 1.415
H 1.868678 -2.729193 -4.492213 0.136 0.379 0.077
H 1.764072 -3.854691 -3.136254 0.144 -0.243 -0.187
H 2.353454 -1.339998 -2.574634 0.820 0.518 0.412
C -4.428889 4.414920 -2.838306 0.732 -0.210 -0.246
C -5.181842 3.621610 -1.836024 -1.040 0.328 1.702
O -4.423967 2.412188 -1.735547 -0.555 -0.659 0.058
C -3.144596 2.681165 -2.067053 -2.919 2.381 -1.161
O -2.255931 1.933242 -2.092406 1.993 -1.992 0.499
O -3.117800 3.953964 -2.498945 1.550 0.728 -0.904
F -6.441258 3.415554 -2.249130 -0.569 -0.850 -0.640
H -4.444539 5.499006 -2.950603 -0.061 -0.084 1.046
H -4.761905 4.073503 -3.818437 0.304 -0.483 -0.220
H -5.311306 3.947325 -0.803917 0.509 0.653 -0.074
C 0.889881 2.445200 -2.315020 -1.373 -0.573 -1.015
C 2.160954 2.155817 -1.610828 -2.520 2.991 2.931
O 2.847431 3.374738 -1.756061 1.445 0.912 0.931
C 2.362118 4.134435 -2.749220 -0.301 1.648 -1.426
O 2.806381 5.197884 -3.187166 -1.392 -3.599 1.492
O 1.235979 3.470384 -3.177350 0.637 2.483 -1.921
F 2.919167 1.229039 -2.018489 2.351 -3.554 -1.968
H 0.080243 2.811084 -1.683590 0.262 -0.197 0.504
H 0.455229 1.639832 -2.907100 0.327 -0.185 0.120
H 1.892286 1.988918 -0.567720 0.614 0.101 0.330
C -0.763750 1.361067 1.690659 0.931 -0.183 0.360
C -0.770145 1.537461 3.232362 -2.626 -0.040 -2.726
O -1.487877 2.774220 3.306053 -0.450 0.084 1.249
C -1.643488 3.354529 2.094827 -2.154 4.982 0.192
O -2.187158 4.444883 1.816975 1.384 -3.396 1.843
O -1.091229 2.656230 1.184359 1.083 -2.316 -2.163
F 0.415630 1.640691 3.746890 2.234 0.559 0.972
H -1.482429 0.615665 1.350084 -0.024 0.216 0.055
H 0.228812 1.106960 1.318705 -0.154 -0.136 0.062
H -1.289690 0.707653 3.711537 -0.306 0.430 0.273
C -1.408734 -2.408791 4.449101 -0.965 -1.165 -0.036
C -2.761270 -3.216312 4.342682 2.124 0.277 1.443
O -2.832786 -3.445933 2.955431 -1.223 -0.887 0.872
C -2.113822 -2.562403 2.276922 0.295 0.955 6.481
O -2.204032 -2.403149 1.154038 0.044 0.770 -5.991
O -1.418565 -1.780821 3.164880 0.578 -0.157 -1.055
F -3.784326 -2.490209 4.872566 -0.313 0.054 -0.875
H -0.570430 -3.095580 4.565994 0.065 -0.044 -0.423
H -1.267236 -1.686562 5.253132 -0.685 0.148 -0.247
H -2.758046 -4.172590 4.865784 0.019 0.016 -0.258
C 3.236795 -1.932722 1.783580 1.993 2.356 -1.495
C 2.382677 -3.074673 1.660944 -1.762 -2.596 -2.312
O 1.536311 -3.003179 2.793391 -0.177 -2.948 -2.795
C 2.166289 -2.282029 3.645397 -2.523 2.020 5.361
O 1.703563 -2.092977 4.756706 0.993 -0.335 -0.724
O 3.145937 -1.645912 3.128679 2.670 1.682 1.278
F 3.183556 -4.229948 1.596109 -1.130 0.655 0.650
H 2.938279 -1.043760 1.227941 -0.515 -0.126 -0.179
H 4.271524 -2.088339 1.478259 -0.060 -0.443 0.210
H 1.699313 -3.081499 0.811791 0.364 -0.207 -0.165
```
Positions in Å, forces in eV/Å.

Calculated values
Expectation value of S²   0.75
Lowest unoccupied orbital energy (alpha / beta)   -0.41 / -0.59 eV
Charge   0
E_HOMO (alpha / beta)   -4.800 / -10.672 eV
Multiplicity   2
E   -73548.1492 eV
Kohn-Sham gap (alpha / beta)   4.39 / 10.08 eV

***

# 3
DFT (the ωB97M-V functional and the def2-TZVPD basis) results for C18H22BO2RbS as an isolated structure.

Structure (XYZ):
```
45
Properties=species:S:1:pos:R:3:forces:R:3
C -0.576178 3.301298 0.532487 -0.761 0.685 -0.438
C -1.863852 2.492305 0.433922 -0.113 0.883 -0.427
C -2.946047 3.079657 -0.319401 -0.880 -0.823 0.020
C -4.231710 2.500231 -0.492071 1.925 0.203 0.601
C -4.468491 1.262010 0.107965 2.230 -1.445 1.827
C -3.406017 0.605094 0.890587 0.006 2.682 -0.057
C -1.995731 1.269794 1.061267 -3.261 -2.563 0.881
C -0.886728 0.490052 1.958975 -1.363 -0.674 -2.663
C 0.543788 0.196861 1.218024 1.302 -1.110 1.624
C 0.958470 -1.368727 1.328499 -2.163 -0.121 -1.221
C 0.322118 -2.337829 0.197155 1.996 0.000 -0.229
C 1.151543 -2.449228 -1.185100 -3.477 -0.280 -1.569
C 2.506442 -2.368101 -1.295924 0.955 0.135 0.374
C 3.196185 -2.456631 -2.528307 -0.634 -0.124 0.061
C 2.490673 -2.649396 -3.699006 0.266 0.014 0.098
C 1.091243 -2.780105 -3.657256 -0.140 -0.046 -0.646
C 0.392137 -2.690541 -2.489688 1.340 0.623 3.379
O 0.770422 0.653225 -0.112063 -1.048 -0.164 1.849
B 2.215814 1.028256 -0.062976 2.217 0.475 -0.336
O 2.522082 1.570318 1.309469 -0.633 -1.196 0.593
C 1.604690 0.966520 2.151593 -1.215 2.435 -0.685
S 2.284096 0.094271 3.637641 0.494 -0.375 0.033
H 0.080405 3.068976 -0.316300 0.109 -0.171 0.553
H -0.079006 3.208517 1.502790 0.078 -0.276 -0.393
H -0.854760 4.363991 0.418215 0.159 -0.325 0.126
H -2.792649 4.047615 -0.800651 0.223 -0.239 0.267
H -5.019792 3.013365 -1.043448 0.326 -0.101 0.100
H -5.452117 0.793701 0.027731 0.356 0.003 0.113
H -3.689685 -0.385320 1.372655 0.669 1.378 -0.421
H -1.334849 -0.522519 2.196594 0.241 1.005 -0.179
H -0.802558 1.001062 2.924602 0.347 0.018 -0.382
H 0.555524 -1.740404 2.284330 0.379 0.078 -0.232
H 2.037918 -1.532157 1.312927 -0.235 0.408 0.081
H -0.727860 -2.105432 -0.004577 2.248 -1.516 0.920
H 0.306373 -3.348319 0.643043 0.088 0.296 -0.214
H 3.117898 -2.189481 -0.411378 -0.254 -0.023 -0.167
H 4.281659 -2.369592 -2.528228 -0.286 0.025 -0.043
H 3.015295 -2.696472 -4.654837 -0.193 -0.030 0.269
H 0.532259 -2.956581 -4.579795 0.257 0.072 0.186
H -0.703521 -2.795707 -2.489851 0.518 -0.067 0.027
H 3.010932 0.101824 -0.170803 -0.412 -0.537 -0.362
H 2.591499 1.898135 -0.816041 -0.601 0.113 -0.509
H 1.113458 1.851775 2.608444 -0.356 -0.715 0.172
H 1.137669 -0.217406 4.296437 0.170 0.286 -0.447
Rb -1.999046 -0.898905 -0.757652 -0.874 1.102 -2.534
```
Positions in Å, forces in eV/Å.

Calculated values
Lowest unoccupied orbital energy   -0.79 eV
Charge   0
E_HOMO   -7.022 eV
E   -35282.0582 eV
Kohn-Sham gap   6.23 eV

***

# 4
DFT (the ωB97M-V functional and the def2-TZVPD basis) results for C18H22BeN3O as an isolated structure.

Structure (XYZ):
```
45
Properties=species:S:1:pos:R:3:forces:R:3
C -2.954672 -0.139869 -0.081796 -2.519 -4.509 0.953
C -3.029454 1.811412 0.022522 -2.725 3.755 1.120
H -1.995591 -0.617520 -0.362764 -0.883 -0.902 -0.003
H -3.739550 -0.335712 -0.825868 0.591 -0.009 0.419
H -3.261172 -0.423906 0.931970 -0.059 -0.043 -0.328
H -3.915331 1.965121 -0.615774 0.639 0.004 0.401
H -3.247714 1.967764 1.083618 -0.084 0.121 -0.176
H -2.212165 2.469367 -0.310528 -0.396 0.992 0.163
C -0.402251 -2.337971 -0.383307 1.158 -0.306 -0.449
C 0.505677 -3.371558 -0.131736 -0.307 0.130 0.035
C 1.826106 -3.202048 -0.534428 -0.020 0.121 -0.146
C 2.205250 -1.991554 -1.111108 -0.295 0.373 0.040
H -1.455552 -2.452589 -0.119732 0.169 0.101 -0.155
H 0.136826 -4.275567 0.350506 0.282 0.105 -0.115
H 2.559852 -3.997961 -0.405260 -0.186 0.187 -0.030
H 3.223041 -1.816807 -1.441270 -0.081 -0.273 0.206
N -0.030572 -1.192046 -0.955048 0.500 0.095 0.451
C 1.261301 -0.950570 -1.252741 -0.245 -1.302 0.114
C 1.716514 0.434228 -1.601023 0.481 1.438 -0.662
N 0.822612 1.433150 -1.601435 0.559 -0.583 1.285
C 1.202393 2.695544 -1.498378 1.056 -0.177 -0.642
C 3.494986 2.073366 -1.834142 -0.163 0.238 -0.122
C 2.550825 3.082397 -1.623449 -0.458 -0.432 0.118
H 0.420306 3.436088 -1.326933 0.040 -0.143 -0.252
H 2.806630 4.136444 -1.579661 0.144 -0.185 0.045
C 3.080007 0.745920 -1.825567 -0.471 -0.639 0.228
H 3.780078 -0.073944 -1.988532 0.055 0.485 0.128
H 4.548732 2.315772 -1.996604 -0.375 -0.077 0.041
Be -1.779300 0.887742 -0.405790 2.355 0.439 -2.683
C -1.710514 0.959556 -2.139490 0.215 -0.018 -0.555
H -1.000535 0.217513 -2.502273 -0.221 0.083 -0.317
H -1.361790 1.930101 -2.492784 -0.158 0.170 -0.334
H -2.686951 0.741882 -2.589186 -0.132 0.148 -0.079
O -0.588830 0.981419 0.586541 2.559 -0.395 3.186
N -0.337707 0.254292 1.715024 -0.602 1.345 -1.163
C -1.331752 0.076135 2.618831 0.319 -0.339 -0.047
C -1.124947 -0.770776 3.695424 0.129 -0.005 -0.073
C 0.103104 -1.412261 3.850744 -0.076 0.044 -0.160
C 1.134660 -1.120139 2.957073 -0.222 0.306 0.118
C 0.924989 -0.206351 1.934074 -0.584 -0.455 -0.100
H -2.271988 0.600058 2.440916 0.526 -0.205 -0.169
H -1.951970 -0.928971 4.381495 0.222 0.005 -0.062
H 0.257978 -2.118610 4.664883 -0.032 0.175 -0.222
H 2.108098 -1.594164 3.040443 -0.132 0.211 0.068
H 1.720348 0.115621 1.262530 -0.574 -0.074 -0.073
```
Positions in Å, forces in eV/Å.

Calculated values
Expectation value of S²   0.75
Lowest unoccupied orbital energy (alpha / beta)   -0.59 / -0.58 eV
Charge   0
E_HOMO (alpha / beta)   -3.533 / -6.934 eV
Multiplicity   2
E   -25934.7756 eV
Kohn-Sham gap (alpha / beta)   2.94 / 6.36 eV

***

- The lowest E belongs to which entry?
  C18H22BBaF6O18